#P
{
  "formula": "C3H12N2O",
  "method": "ωB97M-V/def2-TZVPD",
  "elements": ["C", "O", "C", "H", "H", "H", "H", "H", "H", "N", "C", "N", "H", "H", "H", "H", "H", "H"],
  "coordinates": [[-1.92905, 0.06249, 1.04038], [-2.96641, -0.16512, 0.07304], [-1.32331, 1.44760, 0.87945], [-2.35249, -0.04988, 2.02795], [-1.21477, -0.73651, 0.82494], [-3.82273, 0.15243, 0.40627], [-1.84056, 2.21559, 1.44374], [-0.25663, 1.46982, 1.12515], [-1.34815, 1.69220, -0.18581], [1.35561, 0.14488, -1.41764], [1.63128, -1.00844, -0.56462], [3.01435, -1.41896, -0.59209], [0.48662, 0.07450, -1.92656], [1.27021, 1.02748, -0.92706], [1.39976, -0.86322, 0.49090], [1.01170, -1.84365, -0.90979], [3.29812, -1.53799, -1.56133], [3.58646, -0.66322, -0.22693]],
  "lowdin_charge": [-0.304, -0.099, -0.094, 0.103, 0.100, 0.087, 0.067, 0.062, 0.070, 0.001, -0.397, -0.020, 0.055, 0.048, 0.093, 0.108, 0.062, 0.059],
  "gap_ev": 10.18,
  "smiles": "CCO.NCN",
  "lumo_energy_ev": 0.9,
  "molar_mass_g_mol": 92.14
}

=====

#Q
{
  "formula": "C3H12N2O",
  "method": "ωB97M-V/def2-TZVPD",
  "elements": ["C", "C", "C", "N", "H", "H", "H", "H", "H", "H", "H", "H", "H", "N", "O", "H", "H", "H"],
  "coordinates": [[1.00613, 0.42901, -1.31086], [-1.09382, 0.77059, -0.00462], [-2.03277, -0.40328, -0.26415], [2.01364, 0.74146, -0.53909], [1.89531, 0.24438, 0.48512], [2.36495, 1.68902, -0.58951], [0.71906, 1.06198, -2.14175], [0.65669, -0.59254, -1.27304], [-1.14108, 1.49093, -0.82443], [-1.40315, 1.34542, 0.87804], [-1.75797, -0.93275, -1.18071], [-1.97604, -1.13098, 0.54651], [-3.07539, -0.08807, -0.37436], [0.95777, -0.43151, 1.46177], [0.68665, -1.79516, 1.00624], [1.53713, -2.24589, 1.06661], [0.70879, -0.42239, 2.44937], [-0.06589, 0.26977, 0.60884]],
  "lowdin_charge": [-0.019, -0.251, -0.180, 0.057, 0.069, 0.106, 0.098, 0.085, 0.047, 0.066, 0.055, 0.059, 0.057, -0.210, -0.190, 0.060, 0.046, 0.046],
  "gap_ev": 7.55,
  "lumo_energy_ev": 0.4,
  "molar_mass_g_mol": 92.14
}

=====

#R
{
  "formula": "C3H12N2O",
  "method": "ωB97M-V/def2-TZVPD",
  "elements": ["C", "C", "N", "H", "H", "H", "H", "H", "H", "H", "C", "N", "O", "H", "H", "H", "H", "H"],
  "coordinates": [[0.25914, -1.40952, -1.52873], [-0.73483, -1.54883, -0.10180], [1.47724, -0.73819, -1.33294], [2.07718, -1.21619, -0.67277], [1.31400, 0.22809, -0.99234], [0.42484, -2.43685, -1.85972], [-0.36968, -0.85037, -2.22078], [-0.12794, -1.99850, 0.68539], [-1.43963, -0.75643, 0.16139], [-1.43720, -2.32420, -0.40715], [-0.04993, 1.69278, 1.84621], [0.21993, 1.30338, 0.47657], [-0.82668, 1.80879, -0.38630], [-0.51338, 2.66853, -0.68498], [0.03682, 0.19230, 0.40015], [-0.99370, 1.27612, 2.22169], [0.77591, 1.32751, 2.45767], [-0.09210, 2.78159, 1.93842]],
  "lowdin_charge": [-0.280, -0.094, -0.044, 0.069, 0.050, 0.092, 0.093, 0.057, 0.045, 0.045, -0.130, -0.196, -0.105, 0.083, 0.080, 0.077, 0.080, 0.077],
  "gap_ev": 9.63,
  "smiles": "CCN.CNO",
  "lumo_energy_ev": 1.0,
  "molar_mass_g_mol": 92.14
}

=====

The structure with the greatest stability is #P.

=====

#P
{
  "formula": "C3H12N2O",
  "method": "ωB97M-V/def2-TZVPD",
  "elements": ["C", "O", "H", "H", "H", "N", "C", "C", "N", "H", "H", "H", "H", "H", "H", "H", "H", "H"],
  "coordinates": [[1.91610, -1.67247, 0.63027], [0.47455, -1.81099, 0.67688], [2.27883, -1.87343, 1.63791], [2.33004, -2.43281, -0.04579], [2.26977, -0.66427, 0.30999], [-0.49786, -0.71782, -1.34126], [-0.48071, 0.70412, -0.88910], [-1.07492, 0.91898, 0.50228], [-1.17704, 2.34730, 0.78820], [0.00812, -1.37098, -0.24081], [-1.40062, -1.00868, -1.70865], [0.18442, -0.87663, -2.04831], [0.57913, 1.01220, -0.86954], [-0.98154, 1.29469, -1.66365], [-2.10040, 0.51806, 0.52141], [-0.46982, 0.33908, 1.22372], [-1.57064, 2.49034, 1.69195], [-0.28741, 2.80332, 0.82450]],
  "lowdin_charge": [-0.197, -0.272, 0.061, 0.060, 0.063, 0.022, -0.220, -0.281, -0.009, -0.004, 0.117, 0.097, 0.118, 0.111, 0.119, 0.105, 0.054, 0.056],
  "gap_ev": 9.51,
  "lumo_energy_ev": 0.8,
  "molar_mass_g_mol": 92.14
}

=====

#Q
{
  "formula": "C3H12N2O",
  "method": "ωB97M-V/def2-TZVPD",
  "elements": ["C", "C", "N", "H", "H", "H", "H", "H", "H", "H", "H", "N", "C", "O", "H", "H", "H", "H"],
  "coordinates": [[5.31878, 2.84248, -1.93689], [4.00057, 2.73053, -2.14936], [-2.44812, -1.03049, -1.83410], [6.16879, 2.34091, -2.39071], [-2.46714, -0.11344, 2.21477], [5.55690, 3.60483, -1.19273], [3.37031, 1.88099, -2.39918], [3.51338, 3.71044, -2.26015], [-2.42092, -0.46646, -0.98969], [-1.77372, -0.62796, -2.47529], [-3.35511, -0.88036, -2.25572], [-2.75899, -2.66551, 2.09754], [-1.80748, -1.82643, 2.81076], [-1.66741, -0.44123, 2.61442], [-3.68892, -2.44184, 2.44961], [-2.81286, -2.32092, 1.13528], [-1.93648, -2.07340, 3.88313], [-0.79157, -2.22216, 2.67831]],
  "lowdin_charge": [-0.087, -0.092, 0.005, 0.045, 0.065, 0.044, 0.040, 0.051, -0.005, 0.006, 0.002, 0.023, -0.386, -0.054, 0.065, 0.058, 0.112, 0.109],
  "gap_ev": 9.79,
  "smiles": "C=C.NCO.N",
  "lumo_energy_ev": 0.6,
  "molar_mass_g_mol": 92.14
}

=====

The structure with the greatest stability is #P.